Computed, not measured: 9 unconnected molecules or ions with the total composition C46H106N4O9, with wB97M-V/def2-TZVPD.

CARTESIAN COORDINATES (ANGSTROEM)
1 C -2.98 3.66 -3.66
2 C -1.52 3.81 -3.25
3 O -1.33 4.95 -2.44
4 H -3.19 2.76 -4.23
5 H -3.24 4.53 -4.27
6 H -3.66 3.69 -2.81
7 H -0.92 3.80 -4.16
8 H -1.26 2.99 -2.58
9 H -1.69 5.76 -2.80
10 C -4.33 -3.80 2.54
11 C -3.29 -2.77 2.93
12 O -2.11 -3.44 3.39
13 H -4.55 -4.34 3.46
14 H -3.91 -4.52 1.84
15 H -5.23 -3.37 2.11
16 H -3.63 -2.17 3.77
17 H -3.18 -1.98 2.17
18 H -1.86 -4.08 2.70
19 C -0.13 -6.44 3.64
20 C -1.43 -6.59 2.87
21 O -1.45 -5.58 1.83
22 H 0.26 -7.35 4.11
23 H -0.25 -5.69 4.42
24 H 0.70 -6.05 3.05
25 H -2.34 -6.43 3.44
26 H -1.55 -7.53 2.33
27 H -0.80 -5.76 1.14
28 C -1.49 -4.10 -3.23
29 C -1.63 -4.24 -1.73
30 O -0.55 -4.97 -1.13
31 H -1.35 -5.10 -3.65
32 H -0.62 -3.47 -3.42
33 H -2.36 -3.65 -3.70
34 H -2.56 -4.65 -1.33
35 H -1.62 -3.28 -1.19
36 H 0.25 -4.45 -1.18
37 C -1.85 -1.24 7.48
38 C -2.17 -1.57 6.06
39 O -0.94 -1.80 5.40
40 H -1.14 -0.41 7.58
41 H -1.44 -2.01 8.14
42 H -2.77 -0.92 8.00
43 H -2.73 -0.73 5.64
44 H -2.83 -2.45 6.05
45 H -1.14 -2.22 4.53
46 C 7.63 3.80 3.70
47 C 7.73 2.32 4.10
48 C 6.88 2.05 5.36
49 C 5.39 1.75 5.06
50 C 5.25 0.60 4.08
51 C 5.97 0.95 2.77
52 N 7.33 1.45 2.98
53 O 8.03 1.68 1.80
54 C 6.07 -0.32 1.93
55 C 5.12 1.99 2.00
56 C 9.16 2.01 4.47
57 H 8.25 4.39 4.39
58 H 6.60 4.14 3.79
59 H 8.05 4.10 2.74
60 H 7.35 1.38 6.08
61 H 6.80 2.97 5.94
62 H 5.02 2.67 4.63
63 H 4.91 1.50 6.01
64 H 4.20 0.42 3.87
65 H 5.73 -0.28 4.52
66 H 5.02 -0.63 1.81
67 H 6.36 -0.20 0.88
68 H 6.72 -1.12 2.27
69 H 5.07 2.95 2.52
70 H 5.63 2.28 1.07
71 H 4.12 1.59 1.84
72 H 9.24 0.95 4.74
73 H 9.39 2.50 5.42
74 H 9.97 2.23 3.77
75 H 8.54 0.87 1.66
76 C -1.19 7.30 2.15
77 C -2.30 6.23 2.15
78 C -2.17 5.36 0.91
79 C -3.01 4.02 0.97
80 C -2.80 3.34 2.29
81 C -3.04 4.21 3.50
82 N -2.24 5.42 3.37
83 O -2.04 6.16 4.55
84 C -4.56 4.47 3.75
85 C -2.49 3.43 4.72
86 C -3.65 7.01 2.02
87 H -1.43 8.10 2.84
88 H -1.02 7.59 1.11
89 H -0.23 6.87 2.47
90 H -2.47 5.84 -0.02
91 H -1.18 4.90 0.83
92 H -2.67 3.44 0.11
93 H -4.08 4.21 0.81
94 H -1.73 3.08 2.32
95 H -3.38 2.44 2.48
96 H -5.12 4.27 2.84
97 H -4.87 3.91 4.64
98 H -4.77 5.52 3.97
99 H -1.46 3.10 4.60
100 H -2.45 4.03 5.63
101 H -3.05 2.52 4.92
102 H -3.96 7.41 2.98
103 H -4.39 6.23 1.80
104 H -3.64 7.70 1.17
105 H -1.08 6.27 4.60
106 C 1.99 -0.60 0.67
107 C 0.62 -1.31 0.67
108 C -0.28 -0.29 1.39
109 C -0.82 0.88 0.56
110 C -1.41 0.31 -0.71
111 C -0.42 -0.57 -1.54
112 N 0.13 -1.60 -0.68
113 O 0.94 -2.53 -1.37
114 C -1.33 -1.19 -2.62
115 C 0.61 0.32 -2.21
116 C 0.63 -2.53 1.58
117 H 2.48 -0.77 1.64
118 H 1.93 0.48 0.56
119 H 2.75 -0.92 -0.06
120 H -1.11 -0.84 1.86
121 H 0.23 0.10 2.28
122 H -0.02 1.58 0.32
123 H -1.55 1.28 1.26
124 H -1.75 1.09 -1.40
125 H -2.26 -0.28 -0.37
126 H -0.69 -1.81 -3.25
127 H -2.18 -1.67 -2.13
128 H -1.77 -0.41 -3.24
129 H 1.26 -0.29 -2.85
130 H 0.09 1.05 -2.83
131 H 1.20 0.89 -1.50
132 H -0.33 -3.05 1.58
133 H 0.95 -2.22 2.58
134 H 1.36 -3.28 1.26
135 H 1.81 -2.09 -1.42
136 C -1.69 -2.68 -5.81
137 C -2.12 -3.20 -7.18
138 C -2.81 -1.98 -7.84
139 C -1.91 -0.93 -8.47
140 C -0.86 -1.62 -9.32
141 C -0.04 -2.69 -8.59
142 N -0.97 -3.66 -8.00
143 O -0.35 -4.76 -7.36
144 C 0.72 -3.44 -9.68
145 C 0.95 -2.00 -7.62
146 C -3.22 -4.27 -7.03
147 H -2.56 -2.67 -5.13
148 H -1.33 -1.65 -5.79
149 H -0.97 -3.33 -5.32
150 H -3.58 -2.31 -8.55
151 H -3.48 -1.53 -7.09
152 H -1.45 -0.35 -7.67
153 H -2.56 -0.34 -9.13
154 H -0.25 -0.80 -9.70
155 H -1.34 -2.04 -10.20
156 H 1.18 -4.32 -9.20
157 H 0.16 -3.92 -10.49
158 H 1.50 -2.90 -10.22
159 H 1.53 -2.79 -7.13
160 H 1.68 -1.43 -8.20
161 H 0.51 -1.30 -6.93
162 H -2.81 -5.16 -6.55
163 H -3.53 -4.58 -8.03
164 H -4.03 -3.83 -6.46
165 H -0.73 -5.50 -7.85

Output
Energy relative to the best compared isomer or geometry (same formula, charge and spin) ... 0.5 kJ/mol
Multiplicity ... 1
Largest force on an atom ... 0.0533 hartree/bohr
SMILES ... CC1(C)CCCC(C)(C)N1O.CC1(C)CCCC(C)(C)N1O.CC1(C)CCCC(C)(C)N1O.CC1(C)CCCC(C)(C)N1O.CCO.CCO.CCO.CCO.CCO

=====

Computed, not measured: 9 unconnected molecules or ions with the total composition C46H113Cl4N7, with wB97M-V/def2-TZVPD.

CARTESIAN COORDINATES (ANGSTROEM)
1 C 9.61 16.97 11.82
2 C 9.23 18.29 12.35
3 N 10.43 19.16 12.40
4 C 11.09 19.32 11.01
5 C 12.55 19.64 11.28
6 C 10.23 20.45 13.08
7 C 9.58 20.22 14.43
8 H 10.56 16.67 12.30
9 H 9.69 16.96 10.67
10 H 8.93 16.17 12.14
11 H 8.45 18.77 11.74
12 H 8.77 18.19 13.34
13 H 10.96 18.44 10.46
14 H 10.53 20.10 10.38
15 H 13.08 19.66 10.32
16 H 12.78 20.60 11.73
17 H 12.91 18.84 11.94
18 H 9.55 21.14 12.45
19 H 11.18 20.92 13.18
20 H 9.78 19.29 14.93
21 H 8.48 20.24 14.41
22 H 9.92 21.11 15.04
23 C 12.81 18.59 14.90
24 C 13.00 17.97 16.26
25 N 12.49 18.78 17.36
26 C 12.84 20.22 17.34
27 C 14.34 20.56 17.50
28 C 12.85 18.20 18.66
29 C 11.99 17.06 19.07
30 H 13.02 17.82 14.16
31 H 13.48 19.47 14.71
32 H 11.77 18.87 14.76
33 H 12.44 17.02 16.34
34 H 14.05 17.73 16.34
35 H 12.38 20.62 16.40
36 H 12.41 20.74 18.20
37 H 14.92 20.01 16.74
38 H 14.61 21.62 17.49
39 H 14.70 20.20 18.42
40 H 12.71 19.02 19.37
41 H 13.94 17.86 18.63
42 H 12.33 16.72 20.05
43 H 12.08 16.24 18.37
44 H 10.92 17.35 19.17
45 C 3.80 11.30 13.15
46 C 3.49 11.62 14.62
47 N 4.55 11.41 15.63
48 C 4.02 11.18 16.99
49 C 3.16 9.94 17.09
50 C 5.50 12.55 15.56
51 C 6.61 12.53 16.59
52 H 3.00 11.64 12.45
53 H 4.07 10.25 13.03
54 H 4.69 11.83 12.88
55 H 3.11 12.65 14.71
56 H 2.63 11.06 14.95
57 H 4.89 10.97 17.66
58 H 3.52 12.03 17.45
59 H 3.08 9.54 18.13
60 H 2.19 10.17 16.68
61 H 3.47 9.09 16.52
62 H 5.03 13.53 15.60
63 H 5.85 12.49 14.52
64 H 6.21 12.84 17.62
65 H 7.39 13.27 16.33
66 H 7.05 11.57 16.70
67 C 10.52 13.57 21.58
68 C 10.37 13.72 20.09
69 N 10.19 12.51 19.35
70 C 8.79 11.95 19.56
71 C 8.62 10.44 19.42
72 C 10.53 12.53 17.95
73 C 12.02 12.38 17.63
74 H 11.51 13.18 21.81
75 H 9.79 12.87 21.99
76 H 10.42 14.53 22.04
77 H 9.46 14.36 19.95
78 H 11.28 14.18 19.68
79 H 8.12 12.55 18.93
80 H 8.53 12.17 20.61
81 H 9.11 10.02 18.55
82 H 7.56 10.15 19.37
83 H 8.96 9.93 20.33
84 H 9.92 11.81 17.39
85 H 10.15 13.53 17.47
86 H 12.53 13.33 17.94
87 H 12.34 11.54 18.25
88 H 12.21 12.17 16.62
89 C 7.65 20.60 23.97
90 C 8.40 19.68 24.94
91 N 9.13 18.58 24.31
92 C 10.33 18.87 23.66
93 C 11.03 17.61 23.14
94 C 8.18 17.72 23.60
95 C 8.09 16.28 24.16
96 H 7.23 21.45 24.50
97 H 6.90 20.22 23.31
98 H 8.42 21.07 23.36
99 H 9.15 20.22 25.54
100 H 7.77 19.25 25.66
101 H 10.26 19.59 22.83
102 H 10.91 19.46 24.38
103 H 10.41 17.03 22.45
104 H 11.90 17.95 22.65
105 H 11.27 16.89 23.99
106 H 8.36 17.83 22.54
107 H 7.13 18.16 23.80
108 H 7.27 15.72 23.71
109 H 7.81 16.34 25.23
110 H 9.03 15.65 24.00
111 C 1.81 17.71 19.07
112 C 2.28 16.80 17.97
113 N 3.68 17.07 17.63
114 C 3.93 18.45 17.34
115 C 5.37 18.76 16.95
116 C 4.21 16.11 16.66
117 C 3.74 16.18 15.17
118 H 0.93 17.28 19.56
119 H 1.53 18.67 18.74
120 H 2.63 17.87 19.78
121 H 2.30 15.75 18.23
122 H 1.62 16.93 17.03
123 H 3.18 18.78 16.65
124 H 3.77 18.99 18.26
125 H 5.50 19.85 16.95
126 H 6.09 18.38 17.69
127 H 5.62 18.48 15.94
128 H 3.91 15.05 17.00
129 H 5.28 16.20 16.69
130 H 3.76 17.21 14.74
131 H 2.74 15.80 15.08
132 H 4.37 15.54 14.60
133 C 5.43 20.72 20.65
134 C 6.18 21.91 20.16
135 N 6.93 21.69 18.91
136 C 7.43 22.92 18.31
137 C 8.46 23.77 19.07
138 C 7.95 20.67 19.11
139 C 8.73 20.17 17.85
140 H 4.53 20.94 21.27
141 H 5.93 20.03 21.31
142 H 5.14 20.13 19.76
143 H 5.53 22.76 19.97
144 H 6.86 22.27 20.94
145 H 7.80 22.63 17.32
146 H 6.51 23.56 18.11
147 H 8.73 24.70 18.43
148 H 8.03 24.17 20.00
149 H 9.41 23.35 19.27
150 H 7.42 19.86 19.59
151 H 8.65 20.99 19.90
152 H 8.08 19.72 17.10
153 H 9.42 19.39 18.24
154 H 9.22 20.93 17.22
155 Cl 4.59 13.27 19.69
156 C 5.25 14.52 20.75
157 C 4.32 15.72 20.55
158 Cl 4.54 16.99 21.80
159 H 6.24 14.75 20.44
160 H 5.20 14.18 21.78
161 H 3.31 15.37 20.64
162 H 4.39 16.21 19.58
163 Cl 9.02 15.55 15.58
164 C 8.89 16.39 17.18
165 C 7.74 15.85 18.02
166 Cl 7.62 16.94 19.48
167 H 8.80 17.49 16.97
168 H 9.85 16.20 17.74
169 H 7.96 14.85 18.35
170 H 6.76 15.78 17.58

Output
Energy relative to the best compared isomer or geometry (same formula, charge and spin) ... 2.7 kJ/mol
Multiplicity ... 1
Largest force on an atom ... 0.0652 hartree/bohr
SMILES ... CCN(CC)CC.CCN(CC)CC.CCN(CC)CC.CCN(CC)CC.CCN(CC)CC.CCN(CC)CC.CCN(CC)CC.ClCCCl.ClCCCl

=====

How do the records compare in frontier orbital gap? In the order shown, they have 8.3; 8.7 eV.